{
  "formula": "C22H29F7MoN6S3SbSi",
  "method": "wB97M-V/def2-TZVPD",
  "lumo_ev": [-0.97, -1.49],
  "mol_weight_g_mol": 852.49,
  "homo_energy_ha": [-0.25770, -0.28629],
  "homo_lumo_gap_ev": [6.0405, 6.2985],
  "multiplicity": 4,
  "total_energy_ha": -3676.005732,
  "s_squared": 3.830,
  "species": ["Mo", "C", "S", "C", "S", "N", "N", "C", "C", "C", "C", "C", "C", "N", "H", "H", "H", "H", "H", "H", "H", "H", "C", "Si", "C", "C", "N", "C", "C", "C", "C", "C", "C", "F", "H", "H", "H", "H", "H", "H", "H", "H", "H", "H", "H", "H", "H", "F", "Sb", "F", "F", "F", "F", "F", "C", "N", "C", "C", "N", "C", "S", "H", "H", "H", "H", "H", "H", "C", "H", "H"],
  "xyz": [[-0.25765, 0.07006, -0.33230], [-1.36344, 5.25757, 1.14494], [0.38516, 4.75411, 1.07255], [0.14440, 3.17693, 0.31738], [-0.06501, 1.76817, 1.32710], [0.02080, 3.09609, -0.95807], [-0.29600, 1.86218, -1.39464], [-0.62799, 1.75955, -2.67675], [-1.34707, 0.59353, -3.01984], [-1.77940, 0.27494, -4.31530], [-2.58064, -0.82390, -4.50891], [-2.98228, -1.57641, -3.40182], [-2.53132, -1.20881, -2.15235], [-1.70126, -0.18167, -1.94503], [-1.38114, 6.24078, 1.60928], [-1.76957, 5.30421, 0.13812], [-1.91318, 4.54498, 1.75560], [-0.40893, 2.56092, -3.36903], [-1.47390, 0.91099, -5.13425], [-2.91793, -1.09053, -5.50118], [-3.62489, -2.43816, -3.50320], [-2.85271, -1.74777, -1.27285], [-3.13600, 0.34074, 1.64965], [-2.00638, -1.11779, 2.10863], [-0.71095, -0.70973, 3.42901], [-3.17780, -2.27497, 3.05055], [-1.16393, -1.57588, 0.64002], [-1.12314, -2.82303, 0.06206], [-1.83677, -3.95688, 0.50050], [-1.72606, -5.18437, -0.12724], [-0.89819, -5.36228, -1.22727], [-0.20864, -4.26410, -1.71728], [-0.35471, -3.05165, -1.09019], [0.28309, -1.96157, -1.64932], [-3.26417, 0.99812, 2.51294], [-4.12631, -0.01958, 1.36202], [-2.75445, 0.94574, 0.82800], [-1.13850, -0.08284, 4.21599], [0.14691, -0.18586, 3.02111], [-0.34047, -1.62494, 3.89622], [-3.53361, -1.73223, 3.92924], [-2.67936, -3.17598, 3.41142], [-4.05632, -2.56994, 2.47397], [-2.50092, -3.85465, 1.34384], [-2.30527, -6.01843, 0.24841], [-0.80173, -6.32745, -1.70311], [0.42776, -4.32693, -2.59031], [2.16511, 1.14168, -1.87746], [3.56786, 0.51387, -3.08051], [4.42379, 2.15804, -2.62381], [2.59353, 1.30529, -4.48836], [4.92544, -0.10110, -4.21458], [2.60378, -1.11078, -3.18209], [4.42430, -0.15140, -1.49453], [2.97022, 1.85552, 3.95653], [3.34333, 2.03585, 2.56781], [3.81996, 3.19917, 2.00394], [3.97437, 2.97225, 0.67971], [3.59978, 1.67333, 0.45671], [3.19222, 1.11862, 1.59726], [2.65119, -0.49992, 1.84999], [3.64600, 2.43029, 4.58463], [3.03890, 0.80423, 4.21858], [1.94258, 2.18960, 4.10790], [3.97185, 4.09212, 2.58120], [4.30332, 3.61961, -0.11253], [3.62013, 1.20653, -0.44557], [1.66658, -0.86903, 0.36228], [1.46586, -1.93096, 0.53849], [2.39981, -0.84411, -0.44390]],
  "forces_ev_per_angstrom": [[0.693, -0.838, 0.995], [0.282, -0.190, -0.008], [0.038, 0.104, 0.053], [-0.218, -0.677, 0.135], [0.191, 0.155, -0.153], [0.152, 0.792, -0.333], [0.173, -0.153, -0.437], [0.204, 0.437, 0.318], [-0.356, -0.527, -0.064], [0.181, 0.187, 0.096], [-0.078, -0.090, 0.129], [0.075, 0.130, -0.067], [-0.181, -0.160, 0.037], [-0.330, 0.256, -0.555], [-0.041, 0.015, -0.005], [-0.034, 0.043, 0.012], [-0.083, 0.051, -0.001], [-0.077, 0.041, 0.019], [0.026, -0.038, -0.034], [0.028, 0.006, -0.022], [-0.055, 0.032, 0.003], [0.106, -0.013, 0.034], [0.202, -0.131, 0.156], [-0.173, 0.366, 0.440], [-0.273, 0.119, -0.210], [0.192, -0.204, -0.421], [-0.552, -0.098, 0.114], [0.236, -0.171, -0.036], [0.057, 0.091, -0.027], [-0.005, -0.082, -0.029], [-0.039, 0.016, 0.029], [0.061, 0.085, -0.169], [-0.139, -0.224, 0.212], [0.030, 0.287, 0.144], [-0.020, 0.051, 0.002], [-0.002, -0.109, 0.011], [-0.030, 0.034, 0.020], [-0.050, -0.026, 0.014], [0.132, 0.015, 0.016], [-0.051, -0.075, -0.048], [0.051, 0.128, -0.026], [-0.011, -0.023, 0.026], [-0.009, -0.031, -0.014], [0.020, -0.025, 0.039], [0.021, -0.004, 0.031], [0.003, 0.003, -0.017], [0.018, 0.013, 0.001], [0.564, -0.296, -0.407], [-0.596, 0.331, 0.449], [-0.016, -0.259, -0.304], [0.162, -0.128, 0.042], [-0.052, 0.127, 0.129], [0.145, 0.196, -0.153], [-0.080, -0.044, -0.222], [-0.216, 0.034, 0.142], [0.002, -0.184, -0.250], [0.014, 0.220, -0.123], [-0.044, 0.172, 0.085], [-0.115, 0.184, 0.170], [0.075, -0.118, -0.101], [-0.231, -0.069, 0.203], [0.004, 0.003, -0.020], [0.031, 0.014, 0.010], [0.031, 0.002, -0.001], [0.060, -0.018, 0.056], [0.005, -0.062, -0.053], [-0.010, -0.106, 0.184], [0.227, 0.398, -0.069], [-0.116, 0.067, 0.043], [-0.208, -0.035, -0.219]]
}

---

{
  "formula": "CH3NOS",
  "method": "wB97M-V/def2-TZVPD",
  "lumo_ev": -0.90,
  "mol_weight_g_mol": 77.11,
  "homo_energy_ha": -0.34405,
  "homo_lumo_gap_ev": 8.4576,
  "smiles": "C[N+]([O-])=S",
  "total_energy_ha": -567.992751,
  "species": ["C", "N", "O", "S", "H", "H", "H"],
  "xyz": [[0.23345, 0.04680, 0.00260], [1.63092, 0.46232, 0.00168], [1.85384, 1.66855, -0.00065], [2.75888, -0.67558, -0.00028], [-0.23733, 0.39348, -0.91839], [-0.27568, 0.52085, 0.84242], [0.17254, -1.03541, 0.07569]],
  "forces_ev_per_angstrom": [[-1.093, -0.152, 0.013], [0.368, 0.706, 0.017], [-0.373, -0.132, -0.010], [0.720, -0.645, -0.007], [0.160, 0.038, 0.028], [0.163, 0.035, -0.028], [0.056, 0.150, -0.013]]
}

---

{
  "formula": "C18H28Cl6O12",
  "method": "wB97M-V/def2-TZVPD",
  "lumo_ev": [-2.79, -10.29],
  "mol_weight_g_mol": 649.13,
  "homo_energy_ha": [-0.47429, -0.47381],
  "homo_lumo_gap_ev": [10.1182, 2.6022],
  "charge": 1,
  "multiplicity": 2,
  "total_energy_ha": -4366.297609,
  "s_squared": 0.756,
  "species": ["C", "C", "O", "C", "O", "O", "H", "H", "H", "H", "C", "C", "O", "C", "O", "O", "H", "H", "H", "H", "C", "C", "O", "C", "O", "O", "H", "H", "H", "H", "C", "C", "O", "C", "O", "O", "H", "H", "H", "H", "Cl", "C", "C", "Cl", "H", "H", "H", "H", "Cl", "C", "C", "Cl", "H", "H", "H", "H", "Cl", "C", "C", "Cl", "H", "H", "H", "H"],
  "xyz": [[-3.51060, 1.20477, -4.74844], [-3.57786, 0.67161, -3.34986], [-4.27340, -0.58195, -3.44903], [-4.80856, -0.74057, -4.65988], [-5.58494, -1.68900, -4.93769], [-4.43827, 0.34261, -5.43825], [-2.50385, 1.03749, -5.13129], [-3.79618, 2.25572, -4.79370], [-3.95373, 1.35913, -2.59213], [-2.63946, 0.27959, -2.95768], [4.93486, 4.07830, 0.22361], [3.47045, 3.60822, 0.05718], [3.47628, 2.35415, 0.76698], [4.81419, 1.94320, 0.87484], [5.26682, 0.90936, 1.29428], [5.61008, 2.99381, 0.63695], [5.06464, 4.84842, 0.98399], [5.36385, 4.46684, -0.70002], [3.06173, 3.56214, -0.95224], [2.80337, 4.27755, 0.60041], [4.15728, -1.15428, 3.35859], [3.42410, -1.80821, 2.18078], [2.68794, -2.81916, 2.80733], [2.75645, -2.67621, 4.13266], [2.23892, -3.35009, 4.95769], [3.59651, -1.72595, 4.49382], [3.92676, -0.08971, 3.39897], [5.23772, -1.28805, 3.30504], [4.07180, -2.24576, 1.42109], [2.78287, -1.07187, 1.69629], [-0.08903, 0.29812, -0.08017], [-0.18401, -0.78806, -1.11054], [1.11462, -1.26517, -1.14515], [1.95703, -0.23888, -0.80660], [3.06758, -0.05043, -1.25440], [1.27758, 0.56981, -0.01894], [-0.48519, -0.14283, 0.83456], [-0.76510, 1.14629, -0.18807], [-0.57519, -0.40908, -2.05472], [-0.81269, -1.61566, -0.78202], [-5.03720, -1.72049, -0.10038], [-5.82050, -0.14394, 0.03560], [-5.07863, 0.81882, 0.98328], [-3.61783, 1.49672, 0.20365], [-6.82468, -0.41195, 0.36408], [-5.99150, 0.47713, -0.84368], [-4.69975, 0.29227, 1.85924], [-5.67847, 1.67248, 1.29882], [-1.81100, 2.58487, 6.14846], [-0.94841, 1.09102, 6.35801], [-0.99004, 0.19670, 4.99320], [-0.23151, 0.91812, 3.58779], [-1.35187, 0.55956, 7.21990], [0.08866, 1.35530, 6.56473], [-2.02317, 0.13177, 4.65188], [-0.51065, -0.77546, 5.10809], [1.45300, -1.21926, -4.49110], [1.26667, -2.86366, -5.00443], [0.45830, -3.60129, -3.90560], [-1.25764, -3.04910, -3.66923], [2.24983, -3.29824, -5.18505], [0.73637, -2.78509, -5.95349], [0.96394, -3.52053, -2.94336], [0.49069, -4.66195, -4.15467]],
  "forces_ev_per_angstrom": [[-0.018, -0.791, -0.059], [0.880, -1.254, 1.251], [-0.512, 0.298, 0.587], [-2.916, -2.080, -0.990], [3.486, 4.128, 0.501], [-0.517, -0.749, -0.281], [-0.145, 0.231, -0.436], [-0.166, -0.240, -0.402], [-0.657, -0.297, -0.154], [0.588, 0.747, -0.094], [-1.371, 2.579, -1.141], [-0.129, 0.826, 1.170], [1.442, -0.949, -0.723], [0.272, 0.018, 1.482], [-1.646, 0.724, -0.806], [1.374, -2.725, 0.203], [-0.370, 0.187, -0.006], [-0.061, -0.066, -0.091], [0.467, -0.588, -0.140], [-0.012, -0.064, 0.078], [0.646, 1.575, -1.132], [0.798, 0.566, -0.211], [-0.986, -0.559, -0.462], [0.202, -1.103, 1.558], [-1.135, -0.667, -0.208], [0.473, 0.460, 0.258], [0.346, 0.031, -0.151], [-0.070, -0.088, 0.221], [0.062, 0.023, 0.135], [-0.326, -0.052, -0.031], [-0.679, 0.148, -0.424], [-0.492, -0.647, 1.150], [0.746, -0.496, -0.920], [2.866, 0.197, -2.136], [-2.679, -0.813, 1.344], [-0.633, 1.537, 1.335], [0.298, -0.302, 1.089], [0.576, 0.516, -0.262], [0.068, -0.041, -0.670], [-0.258, -0.206, -0.373], [0.430, 0.259, -0.516], [-0.511, 1.221, 0.772], [-0.224, -1.041, 0.458], [0.238, 0.106, -0.209], [0.102, 0.416, 0.507], [0.400, -0.898, -0.789], [-0.195, 0.090, -0.001], [-0.088, -0.170, -0.205], [-0.511, 0.575, -0.141], [1.037, -1.158, -1.749], [-0.842, 0.489, 1.744], [0.794, 0.682, -0.564], [-0.093, -0.245, -0.385], [-0.032, -0.175, 0.000], [-0.038, -0.401, 0.531], [-0.239, 0.100, 0.348], [0.514, 1.647, 0.390], [-1.325, -0.578, 0.374], [0.724, -0.466, -0.619], [0.947, -0.160, -0.285], [-0.138, -0.131, 0.290], [-0.088, -0.435, 0.090], [-0.084, 0.267, -0.082], [-0.594, -0.007, -0.020]]
}

---

{
  "formula": "C39H34ClN3RuSSi2",
  "method": "wB97M-V/def2-TZVPD",
  "lumo_ev": [-5.46, -9.76],
  "mol_weight_g_mol": 769.48,
  "homo_energy_ha": [-0.41288, -0.48507],
  "homo_lumo_gap_ev": [5.7700, 3.4348],
  "charge": 2,
  "multiplicity": 5,
  "total_energy_ha": -3202.424802,
  "s_squared": 6.036,
  "species": ["C", "C", "C", "H", "C", "C", "H", "H", "H", "H", "Ru", "Si", "C", "C", "H", "C", "H", "C", "H", "C", "H", "C", "H", "C", "C", "H", "C", "H", "C", "H", "C", "H", "C", "H", "H", "Si", "C", "C", "H", "C", "H", "C", "H", "C", "H", "C", "H", "C", "C", "H", "C", "H", "C", "H", "C", "H", "C", "H", "H", "Cl", "N", "C", "C", "C", "C", "C", "C", "N", "C", "C", "C", "S", "C", "N", "H", "H", "H", "H", "H", "H", "H"],
  "xyz": [[-2.21646, -1.73042, 3.87354], [-2.98966, -1.04070, 2.86594], [-2.85871, -1.76399, 1.63107], [-3.60386, -0.16440, 3.04338], [-1.99588, -2.90970, 1.86929], [-1.63212, -2.90431, 3.26698], [-1.08805, -3.68122, 3.78539], [-2.10873, -1.43334, 4.90951], [-3.36345, -1.53341, 0.70092], [-1.74866, -3.68783, 1.16021], [-0.87567, -1.18862, 2.25213], [-0.94126, -0.85996, -2.43445], [-0.43704, 0.72517, -3.38158], [0.83017, 0.96200, -3.93157], [1.66794, 0.28663, -3.73369], [1.04409, 2.06491, -4.77274], [2.03733, 2.24365, -5.19442], [-0.00079, 2.94575, -5.04984], [0.16768, 3.82910, -5.66524], [-1.27397, 2.70420, -4.52138], [-2.10122, 3.38366, -4.74954], [-1.48134, 1.60850, -3.67406], [-2.47658, 1.43473, -3.24994], [-0.18221, -2.06810, -3.65835], [-1.12849, -2.53003, -4.57396], [-2.18169, -2.27507, -4.41729], [-0.71625, -3.24990, -5.69529], [-1.45214, -3.53603, -6.43721], [0.62882, -3.58097, -5.88051], [0.94395, -4.15479, -6.75454], [1.55997, -3.19719, -4.91521], [2.61487, -3.46455, -5.01799], [1.15909, -2.43658, -3.80215], [1.91590, -2.13683, -3.06846], [-2.40675, -0.90619, -2.54653], [2.06727, 1.65154, -0.69907], [1.26095, -0.10423, -0.69795], [-0.17545, -0.36865, -0.70515], [-0.87150, 0.39060, -0.33435], [-0.66906, -1.74547, -0.75868], [-1.72142, -1.98998, -0.53201], [0.25246, -2.83933, -0.71684], [-0.14006, -3.85541, -0.76359], [1.59122, -2.55919, -0.64125], [2.30364, -3.38610, -0.58668], [2.06903, -1.23312, -0.61845], [3.15388, -1.10294, -0.54762], [0.60472, 2.84995, -0.64419], [-0.42898, 2.71208, 0.30231], [-0.32260, 2.00379, 1.13250], [-1.60538, 3.45802, 0.17323], [-2.42776, 3.28490, 0.87389], [-1.73449, 4.40895, -0.84316], [-2.65439, 4.98263, -0.95878], [-0.64887, 4.63311, -1.70042], [-0.73123, 5.38147, -2.48735], [0.51695, 3.87429, -1.59573], [1.35901, 4.05971, -2.26001], [3.10718, 2.04367, -1.58243], [3.02011, 1.86702, 1.13663], [2.11380, 0.64717, 4.69575], [1.12665, 1.54225, 5.11557], [1.05270, 2.34617, 6.24704], [-0.19963, 2.90194, 6.54833], [-1.33396, 2.60880, 5.77472], [-1.25522, 1.76227, 4.66078], [-0.00764, 1.23929, 4.34373], [0.31429, 0.18805, 3.48439], [1.58242, -0.16747, 3.73669], [2.05664, -1.40793, 3.21784], [3.20590, -2.13624, 3.45854], [3.11291, -3.65970, 2.66398], [1.48778, -3.33553, 2.21789], [1.08958, -2.08505, 2.49858], [3.05339, 0.55814, 5.07723], [1.93983, 2.53263, 6.85886], [-0.31140, 3.56983, 7.40478], [-2.29351, 3.04315, 6.04648], [-2.10843, 1.48972, 4.04805], [4.02292, -1.80014, 4.08405], [0.86690, -4.00879, 1.63939]],
  "forces_ev_per_angstrom": [[-0.915, -1.739, -0.254], [0.540, -0.626, -0.066], [-0.403, -0.428, 0.331], [0.227, -0.104, -0.151], [-0.766, 0.352, 0.547], [-1.841, 0.394, 1.050], [0.168, 0.201, -0.050], [0.015, -0.012, -0.167], [-0.013, 0.008, 0.211], [-0.028, 0.076, 0.076], [3.304, 1.765, 0.377], [1.192, -0.018, -2.225], [0.817, -0.486, -0.231], [-1.111, -1.157, 1.171], [-0.378, 0.095, -0.080], [0.398, 0.809, -0.372], [-0.336, -0.064, 0.085], [-1.573, 0.591, 0.028], [-0.046, -0.324, 0.077], [1.196, 1.912, -1.438], [0.349, -0.237, 0.049], [-0.234, -0.451, 0.433], [0.324, 0.094, -0.148], [-0.281, 0.009, 0.458], [0.305, 0.051, -0.425], [0.287, -0.186, -0.299], [0.007, -0.091, -0.088], [0.051, -0.115, 0.037], [-0.191, 0.050, 0.260], [-0.128, 0.227, 0.279], [0.039, 0.283, 0.404], [-0.371, 0.032, -0.031], [0.286, -0.202, -0.656], [-0.346, -0.077, -0.430], [-0.096, 0.335, 0.160], [-2.057, -0.172, 2.218], [1.200, -1.076, 0.095], [-0.455, 1.124, 0.136], [0.253, -0.112, -0.020], [-0.507, -2.237, 1.562], [0.742, 0.417, -0.003], [0.401, 0.761, 0.032], [0.220, 0.190, 0.004], [-0.689, -1.716, 0.080], [-0.153, 0.319, -0.138], [0.355, 2.043, -0.182], [-0.279, 0.024, -0.086], [0.525, 0.098, -0.104], [-0.181, 0.061, -0.359], [-0.081, 0.160, -0.298], [0.088, -0.120, 0.231], [0.305, 0.166, -0.205], [0.448, -0.221, -0.128], [0.268, -0.144, 0.069], [-0.274, 0.064, -0.159], [0.049, -0.010, 0.256], [-0.432, -0.352, 0.197], [-0.192, 0.009, -0.042], [0.515, -0.078, -1.161], [0.022, -0.273, 0.025], [0.372, -0.428, -0.413], [-0.266, -0.690, 0.193], [-0.212, 0.648, 0.123], [0.599, -0.149, -0.104], [-0.038, -0.354, -0.739], [0.032, 0.600, 0.349], [0.506, -0.512, 0.197], [0.224, -0.351, -0.465], [-1.409, 1.955, 1.098], [0.701, -1.498, -0.257], [-0.806, 0.753, -0.443], [-0.687, 0.350, 0.675], [0.154, 1.924, -0.016], [0.512, -1.698, -0.704], [-0.493, 0.128, -0.130], [-0.418, -0.006, -0.139], [0.130, -0.295, -0.242], [0.213, -0.101, -0.028], [-0.035, 0.131, 0.210], [0.128, -0.308, -0.307], [0.253, 0.006, 0.204]]
}